3 unconnected molecules or ions with the total composition C26H60N2O9P3 in a non-equilibrium geometry. Source: the Open Molecules 2025 dataset; level of theory: the ωB97M-V functional and the def2-TZVPD basis.

XYZ file:
```
100
C26H60N2O9P3 the ωB97M-V functional and the def2-TZVPD basis
C -1.1330 3.8500 6.1393
C -1.7313 2.5758 6.8925
C -0.9573 1.2549 6.4186
C -1.5602 0.8589 4.9975
C -2.6831 -0.2466 5.2309
C -0.4481 0.4214 3.9256
P 0.5168 -1.0331 4.6164
N 1.7783 -1.4664 3.7109
C -1.2037 0.1268 2.5536
C -0.2632 0.0257 1.2834
C -0.9926 0.6736 0.0253
C -0.1538 -1.5458 0.9275
N 1.1262 0.4851 1.4916
O 1.7955 0.5977 0.3914
C 1.2435 1.7178 2.3019
C 0.8647 3.0595 1.5561
C 2.7989 1.8521 2.6673
C 0.4743 1.6916 3.6892
H -0.0352 3.7178 5.8982
H -1.6775 4.0761 5.1755
H -1.2208 4.7447 6.8163
H -2.8436 2.4828 6.7575
H -1.4936 2.7030 7.9916
H 0.1481 1.4339 6.3795
H -1.2071 0.4328 7.1429
H -2.0879 1.7543 4.5441
H -3.1483 -0.2177 6.2494
H -3.4952 -0.0436 4.4666
H -2.2892 -1.2721 4.9848
H -0.3483 -2.1679 4.7904
H 0.9887 -0.6401 5.9203
H 1.6213 -2.4494 3.4680
H -1.8920 1.0152 2.3836
H -1.8735 -0.7595 2.7086
H -1.4174 1.6919 0.2209
H -0.3719 0.6234 -0.9113
H -1.8849 -0.0002 -0.1741
H 0.8255 -1.8968 1.3413
H -0.1127 -1.6684 -0.1887
H -1.0412 -2.1219 1.3136
H -0.2084 3.1471 1.2460
H 1.0413 3.8944 2.3045
H 1.5790 3.2828 0.7088
H 3.4477 1.9466 1.7608
H 2.9833 2.7778 3.2950
H 3.0657 0.9486 3.2933
H 1.2026 1.8206 4.5365
H -0.1880 2.6098 3.7074
O 0.2518 5.4268 -2.2988
P 0.0295 5.5076 -3.8085
O -1.4642 4.7992 -3.8916
C -2.6014 5.5515 -3.4878
C -2.9661 6.6077 -4.5142
O 0.9508 4.1775 -4.1896
C 2.0462 3.7859 -3.3610
C 1.6355 2.6457 -2.4498
O -0.0726 5.8576 -5.4713
C 1.1165 5.8753 -6.2714
C 1.1823 4.6286 -7.1338
H -2.4273 5.9993 -2.5053
H -3.4286 4.8435 -3.3880
H -2.1942 7.3813 -4.5668
H -3.9128 7.0893 -4.2556
H -3.0514 6.1697 -5.5099
H 2.4365 4.6342 -2.7979
H 2.8517 3.4501 -4.0223
H 0.7277 2.8765 -1.8900
H 2.4308 2.4120 -1.7376
H 1.4222 1.7507 -3.0383
H 2.0085 5.9825 -5.6506
H 1.0574 6.7534 -6.9198
H 1.3152 3.7270 -6.5369
H 2.0161 4.6882 -7.8357
H 0.2529 4.4956 -7.6926
O -0.0472 -8.7660 -1.4024
P 0.1848 -7.2564 -1.3602
O -1.1972 -6.7568 -2.1219
C -2.4228 -6.7836 -1.4014
C -2.4948 -5.6636 -0.3801
O 1.2135 -7.2044 -2.6658
C 2.0240 -8.3298 -3.0022
C 1.3931 -9.1126 -4.1379
O 0.5693 -5.6289 -1.0477
C 1.9408 -5.2120 -1.0033
C 2.2940 -4.4442 -2.2633
H -2.5600 -7.7597 -0.9275
H -3.2230 -6.6557 -2.1353
H -1.7630 -5.8183 0.4186
H -3.4883 -5.6159 0.0738
H -2.2690 -4.7007 -0.8415
H 2.2073 -8.9577 -2.1298
H 2.9977 -7.9456 -3.3233
H 0.3551 -9.3720 -3.9261
H 1.9490 -10.0341 -4.3288
H 1.3878 -8.5139 -5.0512
H 2.6069 -6.0639 -0.8506
H 2.0495 -4.5484 -0.1415
H 2.2719 -5.0803 -3.1476
H 3.2950 -4.0162 -2.1867
H 1.5743 -3.6418 -2.4416
```

Properties
<S²>: 0.754
frontier orbital gap (alpha / beta): 0.2599 / 0.2699 Ha
energy: -77204.3800 eV
2S+1: 2

=====

C7H8O in the gas phase in a non-equilibrium geometry. Source: the Open Molecules 2025 dataset; level of theory: the ωB97M-V functional and the def2-TZVPD basis.

XYZ file:
```
16
C7H8O the ωB97M-V functional and the def2-TZVPD basis
C 2.1630 -0.3872 -0.3030
C 1.4373 0.9213 0.0529
C -0.0336 0.5569 0.1216
C -1.3042 1.1009 -0.2145
C -2.3791 -0.1170 -0.1120
C -1.5862 -1.3621 -0.2614
C -0.1467 -0.7547 0.2040
H 2.9606 -0.7571 0.1089
H 2.4950 -0.2282 -1.3225
H 1.4093 1.7489 -0.6451
H 1.7857 1.5128 1.0903
H -1.6976 2.1318 -0.0497
H -3.5664 0.2718 -0.0688
H -2.1374 -2.4471 0.0062
H -0.5416 -0.8003 1.3576
O 1.1419 -1.3908 0.0355
```

Properties
frontier orbital gap: 0.3337 Ha
energy: -9429.6861 eV
relative energy (zero: lowest compared OMol25 entry of this formula, charge and spin): 632.57 kJ/mol

=====

A molecular structure, CH2BrClFNO2S in a non-equilibrium geometry. Source: the Open Molecules 2025 dataset; level of theory: the ωB97M-V functional and the def2-TZVPD basis.

XYZ file:
```
10
CH2BrClFNO2S the ωB97M-V functional and the def2-TZVPD basis
C -0.7383 0.0530 -0.9546
N 1.1278 -0.6984 0.7575
O -0.8235 0.7651 1.5728
O 0.9988 1.7563 0.2833
F -0.0312 -0.1892 -2.0685
S 0.1957 0.6120 0.5669
Cl -1.7242 1.4591 -1.2587
Br -1.7679 -1.4384 -0.3099
H 1.7568 -0.7906 0.0269
H 1.0061 -1.5289 1.3842
```

Properties
frontier orbital gap: 0.4111 Ha
energy: -102770.7149 eV
relative energy (zero: lowest compared OMol25 entry of this formula, charge and spin): 57.95 kJ/mol

=====

A molecular structure, C2H4LiOPd in a non-equilibrium geometry. Source: the Open Molecules 2025 dataset; level of theory: the ωB97M-V functional and the def2-TZVPD basis.

XYZ file:
```
9
C2H4LiOPd the ωB97M-V functional and the def2-TZVPD basis
C 0.3337 0.0303 0.1008
H 1.3707 -0.0770 0.4581
C -0.6207 0.5819 0.9925
H -0.2641 0.9192 1.9698
H -1.4923 1.1105 0.5807
O -0.0157 -0.9887 -0.7664
Li 0.7981 -0.9368 -2.4291
Pd -1.3024 -1.3705 0.3224
H 1.1928 0.7312 -1.2287
```

Properties
<S²>: 2.032
frontier orbital gap (alpha / beta): 0.2829 / 0.2504 Ha
energy: -7858.3392 eV
2S+1: 3
net charge: +1
relative energy (zero: lowest compared OMol25 entry of this formula, charge and spin): 30.00 kJ/mol

=====

2 unconnected molecules or ions with the total composition C5H11N2 in a non-equilibrium geometry. Source: the Open Molecules 2025 dataset; level of theory: the ωB97M-V functional and the def2-TZVPD basis.

XYZ file:
```
18
C5H11N2 the ωB97M-V functional and the def2-TZVPD basis
C -1.8164 1.7750 0.1212
C -2.5607 0.6587 0.2996
C 1.1668 -0.2968 -0.0566
C -0.1930 -2.0717 0.5655
C 3.2771 0.9222 -0.7435
N 0.0163 -0.6373 0.3392
N 2.1423 0.1422 -0.5112
H -1.6686 2.0533 -1.0205
H -1.2938 2.3051 0.8436
H -2.7228 0.2479 1.2721
H 0.6603 -2.7378 0.2503
H -0.3725 -2.1145 1.6352
H -1.0696 -2.3444 -0.0200
H 4.0870 0.7699 -0.0788
H 2.7403 1.8728 -0.6707
H 3.5661 0.7590 -1.7187
H -0.7251 0.0573 0.5293
H -2.9094 0.1428 -0.6040
```

Properties
frontier orbital gap: 0.4047 Ha
energy: -8334.0969 eV
net charge: +1
relative energy (zero: lowest compared OMol25 entry of this formula, charge and spin): 291.59 kJ/mol

=====

C2H6N4S in the gas phase in a non-equilibrium geometry. Source: the Open Molecules 2025 dataset; level of theory: the ωB97M-V functional and the def2-TZVPD basis.

XYZ file:
```
13
C2H6N4S the ωB97M-V functional and the def2-TZVPD basis
C 0.2582 -0.3465 0.3273
C -2.2131 1.7368 0.1259
H 2.6641 -0.2910 -1.1986
H 1.6356 -1.5435 -1.9671
H 1.5401 -1.9512 0.9139
H 0.2141 -0.3781 2.3334
H -3.0498 2.3949 -0.0208
H -2.0637 1.3712 1.1708
N 2.1440 -1.2950 -1.0730
N 1.1717 -1.2051 0.0665
N -0.2015 0.0773 1.4576
N -1.6560 1.1835 -0.8812
S -0.4435 0.2468 -1.2545
```

Properties
frontier orbital gap: 0.3428 Ha
energy: -18963.1260 eV
relative energy (zero: lowest compared OMol25 entry of this formula, charge and spin): 378.16 kJ/mol

=====

Question: Among the records above, which one has the highest energy?
Answer: C2H4LiOPd

=====

Question: Which value of energy does entry 5 give?
Answer: -8334.0969 eV

=====

Question: Which formula does entry 1 have?
Answer: C26H60N2O9P3